[1]
The following is a DFT calculation (ωB97M-V/def2-TZVPD) of an isolated ion of composition C6H10NO2S and charge +1.

Total charge   +1
Multiplicity   1
ΔE to the lowest compared entry with this formula, charge and spin   70.5 kcal/mol

Structure (XYZ):
```
20
Properties=species:S:1:pos:R:3:forces:R:3:mulliken_charge:R:1
C -2.9669 0.1387 -0.0679 0.6 2.1 0.2 -0.425
C 1.4256 1.0077 0.6634 1.4 3.3 1.8 -0.265
C -0.9577 -0.7055 1.1419 1.2 0.9 -1.5 -0.783
C -1.5358 -0.3010 -0.2726 2.0 0.1 1.0 0.022
C 1.5222 -0.3404 0.1406 -0.7 -1.9 -1.0 1.079
C 2.6308 -0.5649 -0.8095 1.1 -3.4 -0.5 -1.258
N -0.5462 0.6846 -0.7351 -1.2 1.5 1.6 -0.449
O -3.8972 -0.5503 -0.2125 -1.7 -2.4 -0.5 -0.348
O 0.7610 1.3643 1.6214 1.2 0.0 -1.1 -0.479
S 0.5733 -1.6156 0.6412 -0.1 0.7 0.5 0.065
H -3.1905 1.1628 0.2544 0.8 0.6 0.2 0.378
H 2.2415 1.7423 0.2061 -1.7 -1.2 0.5 0.275
H -0.6767 0.2211 1.6546 -0.4 -0.9 0.4 0.448
H -1.5580 -1.3677 1.6832 -0.9 -1.0 0.8 0.531
H -1.4758 -1.2024 -0.8419 -0.4 -0.4 -1.0 0.545
H 2.2917 -0.5155 -1.8691 0.1 0.5 0.7 0.331
H 3.0363 -1.7156 -0.8060 -1.0 2.7 0.4 0.363
H 3.4661 0.1013 -0.5920 -0.1 0.0 -0.3 0.402
H -0.5223 0.9093 -1.7168 -0.4 0.2 -0.2 0.227
H -0.6215 1.5470 -0.0836 0.0 -1.5 -2.1 0.341
```
Forces are in eV/Å.

***

[2]
The following is a DFT calculation (ωB97M-V/def2-TZVPD) of C44H41N3O2PPt as an isolated structure.

Total charge   -1
Multiplicity   1

Structure (XYZ):
```
92
Properties=species:S:1:pos:R:3:forces:R:3:mulliken_charge:R:1
Pt -0.2340 -0.1360 -0.1426 0.0 -0.4 0.1 2.195
C -3.1055 -2.3028 1.6226 0.0 -0.1 -0.1 -0.808
C -3.5139 -2.2808 0.1812 0.1 0.0 0.1 0.786
C -4.2996 -3.3139 -0.3218 0.0 0.0 0.0 -0.763
C -4.6987 -3.3332 -1.6446 0.0 0.0 0.0 -0.833
C -4.2960 -2.3042 -2.4829 0.0 0.0 0.0 -0.952
C -3.5112 -1.2607 -2.0143 0.1 0.1 0.0 1.498
C -3.0874 -0.1695 -2.9587 0.0 0.0 0.0 -1.251
C -3.1216 -1.2378 -0.6609 -0.1 0.0 0.1 -0.443
N -2.3101 -0.1615 -0.2026 0.5 -0.2 0.0 0.216
C -2.8399 1.0783 -0.3189 1.9 -0.7 -0.1 -0.197
O -3.9931 1.3732 -0.2960 -3.2 0.7 0.0 -0.748
C -1.8470 2.1616 -0.6384 0.4 0.1 0.0 0.553
C -2.1295 3.4910 -0.8911 -0.1 0.1 0.0 -0.786
C -1.0757 4.3305 -1.2372 0.1 0.0 0.0 -0.704
C 0.2266 3.8416 -1.3105 -0.1 0.0 0.0 -0.421
C 0.4314 2.5002 -1.0441 0.1 0.0 0.0 0.221
N -0.6029 1.7235 -0.7524 0.1 0.2 0.1 0.392
C 1.7692 1.7854 -1.0406 0.0 -0.2 -0.1 -0.149
O 2.7605 2.3857 -1.4574 0.1 0.0 0.1 -0.802
N 1.6886 0.5159 -0.5877 0.0 0.3 0.0 0.788
C 2.8811 -0.2541 -0.5708 0.1 0.0 0.1 -1.011
C 3.8727 -0.0147 0.3950 -0.2 -0.1 -0.1 1.381
C 3.7303 1.0991 1.3914 -0.1 0.0 -0.1 -1.990
C 4.9971 -0.8326 0.4204 0.0 0.0 0.0 -1.001
C 5.1504 -1.8667 -0.4877 0.0 0.0 0.0 -0.862
C 4.1740 -2.0838 -1.4453 0.0 0.0 0.0 -1.048
C 3.0357 -1.2880 -1.5036 0.0 0.1 0.0 1.578
C 2.0084 -1.5105 -2.5775 0.0 0.0 0.1 -1.203
H -2.4723 -3.1679 1.8319 -0.1 0.0 0.0 0.241
H -3.9795 -2.3620 2.2757 0.0 0.0 0.0 0.612
H -2.5449 -1.4095 1.8678 0.0 -0.1 -0.1 -0.957
H -4.6023 -4.1102 0.3500 0.0 0.0 0.0 0.452
H -5.3127 -4.1410 -2.0237 0.0 0.0 0.0 0.378
H -4.5879 -2.3117 -3.5275 0.0 0.0 0.0 0.383
H -3.2203 -0.4893 -3.9927 0.0 0.0 0.0 0.452
H -2.0367 0.0889 -2.8096 0.0 0.0 0.0 0.022
H -3.6799 0.7358 -2.8027 0.0 0.0 0.0 0.255
H -3.1516 3.8338 -0.8080 0.0 0.0 0.0 0.577
H -1.2657 5.3770 -1.4407 0.0 0.0 0.0 0.423
H 1.0737 4.4636 -1.5628 0.0 0.0 0.0 0.566
H 2.7034 1.1615 1.7558 0.0 0.0 0.0 0.347
H 3.9612 2.0517 0.9148 0.0 0.1 0.0 0.402
H 4.4054 0.9510 2.2359 0.0 0.1 0.0 0.498
H 5.7563 -0.6584 1.1752 0.0 0.0 0.0 0.391
H 6.0278 -2.5011 -0.4497 0.0 0.0 0.0 0.398
H 4.2945 -2.8809 -2.1707 0.0 0.0 0.0 0.355
H 2.3200 -2.3150 -3.2447 0.0 0.0 0.0 0.447
H 1.8611 -0.6033 -3.1672 0.0 0.0 0.0 0.226
H 1.0369 -1.7615 -2.1480 0.0 0.0 0.0 0.172
C 2.7907 -0.7808 4.4078 0.1 0.1 0.0 -1.207
C 1.9321 0.1116 5.2633 0.1 0.0 0.0 1.343
C 2.3779 0.4736 6.5290 0.0 0.0 0.0 -0.836
C 1.6399 1.3148 7.3518 0.0 0.0 0.0 -0.735
C 0.4291 1.8072 6.8999 0.0 0.0 0.0 -1.021
C -0.0378 1.4427 5.6423 0.0 0.0 0.1 -1.272
C 0.6885 0.5925 4.8110 0.0 0.0 -0.1 1.112
P 0.1402 0.2151 3.0805 0.0 -0.2 -0.1 0.353
C -1.6080 0.7940 3.2043 -0.1 0.2 0.1 0.950
C -2.6239 0.0000 3.7336 -0.1 0.2 0.0 -1.038
C -3.9298 0.4650 3.8378 0.2 -0.1 0.0 -0.616
C -4.2457 1.7346 3.3823 0.0 0.0 0.0 -0.821
C -3.2478 2.5479 2.8703 0.3 -0.3 -0.2 -0.684
C -1.9204 2.1057 2.7989 -0.1 0.1 0.2 1.335
C -0.8378 3.0822 2.4161 0.0 -0.1 0.0 -1.553
C -0.0389 -1.6268 3.1677 -0.1 0.1 0.0 1.286
C -0.2140 -2.2242 4.4249 -0.1 0.0 0.0 -0.451
C -0.2896 -3.5926 4.5940 0.0 0.0 0.0 -0.830
C -0.1714 -4.4095 3.4769 0.0 0.0 0.0 -0.891
C -0.0049 -3.8325 2.2350 0.0 0.0 0.0 -0.430
C 0.0551 -2.4436 2.0269 0.1 0.0 0.0 -0.377
C 0.2422 -2.0157 0.5805 0.0 0.1 0.0 -2.058
H 3.6919 -1.0770 4.9447 0.0 0.0 0.0 0.458
H 3.0905 -0.2575 3.4955 -0.1 -0.1 0.1 -0.005
H 2.2636 -1.6827 4.0985 0.1 0.0 0.0 0.158
H 3.3286 0.0833 6.8753 0.0 0.0 0.0 0.397
H 2.0128 1.5824 8.3327 0.0 0.0 0.0 0.360
H -0.1613 2.4717 7.5190 0.0 0.0 0.0 0.440
H -0.9928 1.8320 5.3115 0.0 0.0 0.0 0.465
H -2.3944 -1.0053 4.0573 0.0 0.0 0.0 0.246
H -4.7006 -0.1810 4.2398 0.0 0.0 0.0 0.368
H -5.2675 2.0908 3.4114 0.0 0.0 0.0 0.327
H -3.5081 3.5132 2.4469 0.1 0.0 0.2 0.292
H -1.2660 3.9876 1.9883 0.0 0.0 -0.1 0.444
H -0.1228 2.6542 1.7134 0.0 0.0 0.0 0.084
H -0.2658 3.3711 3.3026 0.0 0.0 0.0 0.346
H -0.2930 -1.5927 5.3018 0.0 0.0 0.0 0.480
H -0.4316 -4.0121 5.5825 0.0 0.0 0.0 0.422
H -0.2107 -5.4881 3.5732 0.0 0.0 0.0 0.341
H 0.0806 -4.4710 1.3622 0.0 0.0 0.0 0.420
H -0.2804 -2.7783 -0.0124 0.0 0.0 0.0 0.703
H 1.3077 -2.1795 0.3684 0.0 0.0 0.0 0.422
```
Forces are in eV/Å.

***

[3]
The following is a DFT calculation (ωB97M-V/def2-TZVPD) of H12LiO6 as an isolated structure.

Total charge   +1
Multiplicity   1
ΔE to the lowest compared entry with this formula, charge and spin   77.6 kcal/mol

Structure (XYZ):
```
19
Properties=species:S:1:pos:R:3:forces:R:3:mulliken_charge:R:1
Li 0.2957 0.0672 0.0066 -0.4 -0.4 0.2 0.912
O -0.2121 1.9921 0.9733 -1.8 -2.7 2.6 -0.572
H 0.4514 2.4089 0.5595 5.3 2.6 -1.2 0.295
H -0.7862 2.2404 0.2969 -3.3 0.1 -1.4 0.316
O 2.3969 -0.2363 0.3055 1.4 1.4 2.3 -0.709
H 2.9101 0.6789 0.1909 -1.3 -3.2 0.9 0.358
H 2.6266 -0.6824 1.2417 -0.3 2.0 -3.2 0.350
O -0.6360 -1.0932 2.0595 3.4 2.4 0.1 -0.582
H -1.2470 -1.7876 2.0733 -0.9 -1.9 0.5 0.290
H 0.1986 -1.2259 2.6016 -2.2 -0.4 -0.7 0.302
O -2.3801 -0.0125 -0.0273 7.8 -5.9 -12.2 -0.477
H -2.6221 0.4497 -0.9188 0.8 -1.7 2.1 0.310
H -2.8395 0.4157 0.4711 -8.4 7.6 10.0 0.213
O 0.1176 -2.0535 -1.0938 2.0 4.7 -6.6 -0.571
H 0.6488 -2.3187 -1.9677 -1.8 0.5 3.3 0.331
H 0.0636 -2.7264 -0.5338 -0.2 -4.8 3.4 0.260
O 0.2417 1.1814 -1.7638 0.5 0.9 0.1 -0.626
H 0.1081 0.6161 -2.5576 0.5 1.3 0.4 0.294
H 0.6638 2.0862 -1.9172 -0.9 -2.3 -0.6 0.307
```
Forces are in eV/Å.

***

[4]
The following is a DFT calculation (ωB97M-V/def2-TZVPD) of C6H4O as an isolated structure.

Multiplicity   1
ΔE to the lowest compared entry with this formula, charge and spin   63.2 kcal/mol

Structure (XYZ):
```
11
Properties=species:S:1:pos:R:3:forces:R:3:mulliken_charge:R:1
C -2.7397 -1.5034 0.7573 0.6 0.3 -0.1 -0.901
C -1.6939 -0.8634 0.4497 -0.4 -0.1 0.0 0.271
C -0.5288 -0.1402 0.0606 0.1 0.1 0.2 0.434
C 0.3890 0.5429 0.7999 -0.1 -0.1 0.0 -0.386
C 1.4198 0.9268 -0.1051 0.0 0.0 -0.1 -0.358
C 1.0372 0.4546 -1.3217 0.2 0.1 0.0 -0.332
O -0.1340 -0.2048 -1.2420 0.0 0.0 0.0 -0.283
H -1.6011 -1.8768 1.1923 -0.2 -0.3 0.1 0.266
H 0.3285 0.7253 1.8643 0.0 0.0 -0.2 0.459
H 2.3212 1.4769 0.1226 -0.1 -0.1 -0.1 0.394
H 1.4732 0.5088 -2.3082 0.0 0.0 0.2 0.436
```
Forces are in eV/Å.

***

[5]
The following is a DFT calculation (ωB97M-V/def2-TZVPD) of a 8-piece molecular cluster, C10H33F3N12O9 overall.

Multiplicity   1
ΔE to the lowest compared entry with this formula, charge and spin   113.4 kcal/mol

Structure (XYZ):
```
67
Properties=species:S:1:pos:R:3:forces:R:3:mulliken_charge:R:1
O 11.6531 -4.6791 10.6657 2.1 0.1 -0.1 0.979
H 11.6180 -3.9931 9.9950 0.0 1.2 -1.4 0.314
H 11.0733 -4.3574 11.3599 -2.2 -0.1 2.0 -0.007
H 11.3434 -5.4767 10.2304 -0.8 -1.5 -0.4 0.590
C 8.3441 -4.1405 12.3344 3.2 0.1 1.5 -0.352
O 7.7988 -4.3771 13.6367 0.4 -0.2 -1.0 -0.235
O 9.6785 -4.4827 12.5216 -0.9 -0.2 -1.9 -0.955
C 7.5711 -4.8343 11.1400 0.5 -1.6 2.0 0.887
F 6.6164 -4.0947 10.6248 -1.7 1.0 0.3 -0.299
F 8.2806 -5.1580 10.0869 1.8 -0.4 -0.8 -0.242
F 7.0422 -6.0238 11.5903 -0.3 0.5 -0.2 -0.332
C 6.5492 -3.8603 14.0169 -0.1 -1.8 -1.1 -0.276
C 5.8763 -5.0395 14.7060 -1.4 1.0 1.4 -1.167
H 6.3053 -5.2818 15.6783 0.7 -0.3 -0.3 0.294
H 4.8880 -4.7283 15.0443 -0.5 0.2 -0.2 0.416
H 5.6870 -5.9140 14.0835 0.6 0.2 -0.1 0.234
H 5.9724 -3.6914 13.1076 -0.3 0.7 0.1 0.241
H 6.7051 -2.9557 14.6047 -0.4 0.0 0.2 0.332
H 8.3161 -3.0759 12.1019 -0.6 0.7 -0.1 0.150
C 12.8876 -6.8070 13.0595 2.4 0.5 -0.7 0.587
O 13.9589 -7.3137 12.7754 0.5 -0.1 0.5 -0.681
N 11.7544 -7.2837 12.6243 -3.0 -3.6 -2.0 -0.443
N 12.6407 -5.6824 13.6870 0.4 3.0 2.0 -0.405
H 10.8329 -6.9762 12.9006 0.1 0.1 0.1 0.189
H 11.9142 -8.2154 12.2685 -0.6 -0.1 0.1 0.249
H 13.3462 -4.9611 13.7333 -0.2 -0.3 0.1 0.240
H 11.6689 -5.4083 13.6653 0.2 0.7 0.2 0.163
C 15.0191 -1.9532 9.2137 -0.6 -5.0 0.3 0.624
O 15.6805 -2.1425 8.2408 2.2 1.2 -3.5 -0.722
N 14.4190 -3.0255 9.7309 -1.3 -0.5 1.2 -0.082
N 14.9165 -0.8542 9.8771 0.0 4.1 1.1 -0.334
H 13.8703 -2.9017 10.5697 -0.1 -0.8 -0.3 0.181
H 14.5772 -3.9053 9.2608 -0.2 -0.1 0.5 0.053
H 15.4285 -0.1469 9.3695 -0.2 0.6 0.9 0.204
H 14.5002 -0.7866 10.7948 0.2 0.3 -0.5 0.172
C 9.9521 -7.7250 9.2608 1.5 1.0 0.8 0.464
O 10.8137 -6.8288 9.2939 -0.7 0.2 -1.8 -0.902
N 9.2528 -8.2921 8.2576 0.4 0.8 -0.1 -0.415
N 9.7457 -8.3293 10.4112 -0.9 -1.9 2.9 -0.188
H 9.3256 -7.9172 7.3226 -0.2 -0.5 0.2 0.260
H 8.8491 -9.1599 8.5804 -0.3 0.2 -1.3 0.161
H 8.9984 -8.9846 10.5908 0.1 0.2 -0.2 0.194
H 10.2815 -8.0663 11.2260 -0.2 0.3 -0.5 0.141
C 10.2742 -2.1337 8.4946 -0.1 -3.1 0.8 0.564
O 10.7891 -3.2219 8.6444 1.3 -1.2 0.1 -0.666
N 9.7813 -1.7207 7.3735 -0.7 1.4 -3.5 -0.425
N 9.8606 -1.4003 9.4986 -0.4 2.6 3.3 -0.357
H 9.1052 -0.9794 7.4900 -0.1 -0.4 -0.9 0.171
H 9.7761 -2.3837 6.6117 -0.1 0.5 -0.1 0.280
H 9.9785 -1.7831 10.4258 0.3 0.1 -0.2 -0.090
H 9.9370 -0.4034 9.3560 -0.2 0.0 0.5 0.270
C 14.5513 -7.2223 9.5232 1.2 3.4 -0.7 0.670
O 14.4802 -6.0074 9.7774 1.4 -0.8 0.3 -0.635
N 15.6335 -7.9313 9.1311 2.7 0.7 -0.1 -0.465
N 13.4719 -7.8822 9.3881 -5.0 -4.1 -0.2 -0.124
H 15.6974 -8.8950 8.8358 -0.6 0.4 0.3 0.135
H 16.4570 -7.3740 8.9535 -0.1 -0.2 0.1 0.259
H 12.5675 -7.5938 9.7329 0.4 0.6 -0.2 0.006
H 13.4636 -8.7900 8.9455 0.1 0.1 0.3 0.180
C 12.2589 -1.3895 12.4329 -1.0 2.0 -0.5 0.398
O 12.3695 -2.2710 11.6188 0.2 -1.0 -0.2 -0.415
N 12.8677 -1.1495 13.5616 3.7 -0.9 3.8 -0.407
N 11.4577 -0.3186 12.2751 -2.2 0.4 -2.2 -0.318
H 13.7768 -1.5285 13.7852 -0.3 -0.4 -0.1 0.253
H 12.6669 -0.3051 14.0781 0.1 -0.4 -0.2 0.117
H 11.4337 0.4470 12.9334 -0.5 -0.3 -0.6 0.154
H 10.8057 -0.4662 11.5180 -0.1 1.0 0.4 0.162
```
Forces are in eV/Å.

***

Number 1: lowest unoccupied orbital energy -6.492 eV, orbital gap 0.2687 Ha, HOMO energy -13.80 eV. Number 2: lowest unoccupied orbital energy 2.647 eV, orbital gap 0.2738 Ha, HOMO energy -4.80 eV. Number 3: lowest unoccupied orbital energy -3.579 eV, orbital gap 0.4286 Ha, HOMO energy -15.24 eV. Number 4: lowest unoccupied orbital energy 0.580 eV, orbital gap 0.3685 Ha, HOMO energy -9.45 eV. Number 5: lowest unoccupied orbital energy 0.188 eV, orbital gap 0.2950 Ha, HOMO energy -7.84 eV.